Below is a structure of composition H27O14, with properties calculated with wB97M-V/def2-TZVPD.

highest occupied orbital energy = -7.076 eV
total energy = -1069.58307 Ha
HOMO-LUMO gap = 9.522 eV
relative energy (zero: lowest compared OMol25 entry of this formula, charge and spin) = 273.0 kJ/mol

Structure (ORCA input):
```
! RIJCOSX wB97M-V def2-TZVPD def2/J DEFGRID3
* xyz -1 1
O -2.306 1.006 1.037
H -2.526 -1.078 -0.994
O -1.066 -1.660 -1.096
H -2.833 0.261 0.759
H -1.997 -0.856 -3.238
O 0.315 1.599 2.339
H -1.127 -1.959 -3.299
H 0.997 -2.284 -0.488
O 1.406 -3.123 -0.177
H -1.082 -4.401 -0.502
H 1.430 -2.776 0.784
O -0.832 -5.133 0.055
H 4.154 -1.664 0.003
H -0.827 -0.984 -0.094
O 0.061 -0.343 0.572
H -3.427 -2.313 -1.330
H 0.089 4.186 1.172
O 4.147 -1.657 -0.970
H -2.746 2.399 3.516
H 0.625 0.025 -0.102
O -1.735 -1.538 -3.921
H -0.618 1.510 2.529
H 2.076 0.489 -2.439
O -2.148 2.187 4.226
H -2.488 1.371 4.615
H 0.557 1.027 1.534
O 1.815 3.799 2.429
H 1.033 3.278 2.620
H 2.471 3.135 2.683
O -0.649 3.865 0.668
H 3.366 -2.188 -1.161
H 2.065 -0.715 -3.399
O -3.536 -1.434 -0.923
H 2.670 2.762 -0.429
H -0.866 2.945 0.738
O 1.586 0.073 -3.158
H -0.426 -4.598 0.806
H -1.370 0.826 0.759
O 2.813 2.580 -1.357
H -1.553 -2.435 -0.799
H 3.766 2.446 -1.332
*
```

Just the natural (NBO) charges please, in e? Sure, here they are:
1 O -1.01
2 H 0.49
3 O -1.09
4 H 0.48
5 H 0.48
6 O -1.03
7 H 0.48
8 H 0.50
9 O -0.98
10 H 0.46
11 H 0.47
12 O -0.93
13 H 0.47
14 H 0.51
15 O -1.15
16 H 0.45
17 H 0.49
18 O -0.96
19 H 0.48
20 H 0.45
21 O -0.96
22 H 0.50
23 H 0.48
24 O -0.95
25 H 0.47
26 H 0.51
27 O -0.98
28 H 0.50
29 H 0.46
30 O -0.98
31 H 0.49
32 H 0.46
33 O -1.02
34 H 0.48
35 H 0.49
36 O -0.94
37 H 0.47
38 H 0.50
39 O -0.93
40 H 0.44
41 H 0.46